{
  "formula": "C50H48CoN10S5",
  "method": "the ωB97M-V functional and the def2-TZVPD basis",
  "elements": ["Co", "C", "C", "N", "N", "C", "N", "S", "C", "C", "C", "C", "C", "N", "H", "H", "H", "H", "H", "H", "H", "H", "H", "H", "N", "S", "N", "S", "N", "S", "N", "C", "C", "C", "C", "C", "C", "C", "C", "C", "C", "C", "C", "C", "C", "C", "C", "C", "C", "C", "C", "C", "C", "C", "C", "C", "C", "C", "C", "C", "C", "C", "C", "C", "C", "C", "C", "H", "H", "H", "H", "H", "H", "H", "H", "H", "H", "H", "H", "H", "H", "H", "H", "H", "H", "H", "H", "H", "H", "H", "H", "H", "H", "H", "H", "H", "H", "C", "C", "C", "C", "N", "C", "S", "N", "C", "H", "H", "H", "H", "H", "H", "H", "H"],
  "coordinates": [[0.45741, -0.06078, -0.17360], [-2.33201, 1.31116, 2.70107], [-1.39951, 0.59476, 1.78796], [-0.85112, 1.06432, 0.72845], [-0.98652, 2.36727, 0.34831], [-0.17514, 2.81270, -0.63791], [-0.22231, 4.10542, -0.92655], [0.82061, 1.74872, -1.49855], [-0.98305, -0.79656, 2.07888], [-1.48078, -1.54218, 3.12824], [-1.01710, -2.84313, 3.30398], [-0.08689, -3.35266, 2.41949], [0.36804, -2.54387, 1.38564], [-0.05768, -1.29854, 1.23444], [-2.63328, 2.29312, 2.34533], [-1.86585, 1.42601, 3.68066], [-3.24340, 0.72547, 2.82722], [-1.43169, 3.01107, 0.98739], [-0.82947, 4.75428, -0.45114], [0.39414, 4.47322, -1.63293], [-2.21372, -1.12496, 3.80327], [-1.38930, -3.44457, 4.12220], [0.28986, -4.36059, 2.51566], [1.10482, -2.87043, 0.66495], [1.94280, -1.08380, -0.66182], [2.80114, -0.87176, -1.86045], [2.07449, -0.63394, -3.29698], [1.20753, -1.76371, -3.93182], [0.30435, -2.62117, -2.99843], [-0.92706, -1.96362, -2.15121], [-0.83226, -0.72344, -1.34173], [-1.43035, -3.41991, -1.25796], [-2.39946, -3.18268, -0.28866], [-2.90107, -4.24908, 0.43791], [-2.43014, -5.53464, 0.19934], [-1.46449, -5.75906, -0.77224], [-0.96356, -4.70011, -1.51737], [-2.23436, -1.71836, -3.32891], [-2.56492, -0.41561, -3.67229], [-3.56043, -0.21380, -4.61642], [-4.20773, -1.29873, -5.19154], [-3.86414, -2.59633, -4.83247], [-2.86833, -2.81663, -3.89415], [2.20788, -2.95355, -4.76536], [2.27123, -4.27130, -4.34060], [3.10904, -5.14083, -5.02382], [3.85506, -4.68883, -6.10295], [3.78040, -3.36153, -6.51091], [2.95375, -2.47834, -5.83996], [0.32714, -0.92326, -5.20230], [0.40202, 0.45594, -5.33123], [-0.31883, 1.05439, -6.35508], [-1.08862, 0.28097, -7.21208], [-1.15365, -1.10046, -7.06029], [-0.43959, -1.71774, -6.05026], [3.90273, -2.25084, -2.03005], [3.66863, -3.38149, -1.26412], [4.50610, -4.47652, -1.41588], [5.55024, -4.43090, -2.32897], [5.76870, -3.29081, -3.09392], [4.94608, -2.18696, -2.94537], [3.83746, 0.56214, -1.86032], [4.21443, 1.22305, -3.02455], [5.01746, 2.34617, -2.91512], [5.41934, 2.79714, -1.66259], [5.02467, 2.12714, -0.51382], [4.23012, 0.99426, -0.60359], [-2.76130, -2.17546, -0.12167], [-3.66713, -4.08124, 1.18309], [-2.82765, -6.36765, 0.76334], [-1.11123, -6.76325, -0.96331], [-0.22846, -4.86804, -2.28933], [-2.05746, 0.41113, -3.19512], [-3.83876, 0.79340, -4.89554], [-4.99276, -1.13370, -5.91711], [-4.38039, -3.43803, -5.27302], [-2.60627, -3.82589, -3.60409], [1.68745, -4.60485, -3.49653], [3.17294, -6.17491, -4.71444], [4.49654, -5.37680, -6.63702], [4.35873, -3.01849, -7.35753], [2.87989, -1.44522, -6.15600], [1.00857, 1.03789, -4.65281], [-0.26966, 2.12622, -6.48855], [-1.63941, 0.75605, -8.01282], [-1.75279, -1.69487, -7.73606], [-0.46995, -2.79353, -5.92870], [2.85415, -3.38592, -0.55548], [4.34847, -5.36202, -0.81525], [6.20533, -5.28439, -2.44040], [6.58929, -3.25702, -3.79747], [5.12442, -1.29173, -3.52626], [3.87964, 0.87583, -3.99137], [5.32781, 2.87364, -3.80672], [6.04200, 3.67838, -1.58671], [5.32113, 2.48782, 0.46300], [3.90587, 0.48617, 0.29481], [3.91247, 1.84988, 6.65177], [4.07395, 1.39324, 5.24289], [5.20190, 0.82448, 4.72125], [5.18833, 0.44262, 3.37024], [4.12936, 0.62422, 2.58680], [3.02575, 1.17371, 3.09191], [1.61853, 1.47127, 2.18383], [3.01664, 1.54003, 4.40982], [6.37746, -0.20548, 2.74454], [4.86777, 1.83812, 7.16823], [3.22566, 1.18904, 7.18410], [3.50723, 2.86178, 6.68793], [6.07798, 0.68287, 5.33498], [2.16673, 1.97064, 4.75066], [7.26608, -0.11264, 3.36332], [6.56328, 0.22556, 1.76173], [6.16492, -1.26649, 2.59861]],
  "atomic_forces_ev_per_a": [[0.3, 0.7, 0.6], [0.0, 0.0, 0.0], [0.0, 0.0, -0.1], [-0.1, -0.2, 0.2], [-0.1, 0.0, 0.0], [-0.1, 0.0, -0.1], [0.0, 0.0, 0.0], [0.0, 0.0, 0.1], [-0.1, -0.1, -0.1], [0.0, 0.0, 0.0], [0.0, 0.0, 0.0], [0.0, 0.0, 0.0], [0.1, 0.1, 0.1], [-0.1, -0.1, 0.0], [0.0, 0.0, 0.0], [0.0, 0.0, 0.0], [0.0, 0.0, 0.0], [0.0, 0.0, 0.0], [0.0, 0.0, 0.0], [0.0, 0.0, 0.0], [0.0, 0.0, 0.0], [0.0, 0.0, 0.0], [0.0, 0.0, 0.0], [0.0, 0.0, 0.0], [0.0, -0.2, -0.2], [-0.1, -0.1, 0.2], [0.0, -0.1, -0.1], [0.1, 0.1, 0.0], [0.0, 0.0, 0.0], [-0.2, 0.0, 0.2], [0.1, 0.0, -0.4], [0.0, 0.0, 0.0], [0.0, 0.0, 0.0], [0.0, 0.0, 0.0], [0.0, 0.0, 0.0], [0.0, 0.0, 0.0], [0.0, 0.0, 0.0], [-0.1, 0.0, 0.0], [-0.1, 0.0, 0.0], [0.0, 0.0, 0.0], [0.0, 0.0, 0.0], [0.0, 0.0, 0.0], [0.0, 0.0, 0.0], [-0.1, 0.0, 0.0], [0.0, 0.0, 0.0], [0.0, 0.0, 0.0], [0.0, 0.0, 0.0], [0.0, 0.0, 0.0], [0.0, 0.0, 0.0], [0.0, 0.0, 0.0], [0.0, 0.0, 0.0], [0.0, 0.0, 0.0], [0.0, 0.0, 0.0], [0.0, 0.0, 0.0], [0.0, 0.0, 0.0], [0.0, 0.0, 0.0], [0.0, 0.0, 0.0], [0.0, 0.0, 0.0], [0.0, 0.0, 0.0], [0.0, 0.0, 0.0], [0.0, 0.0, 0.0], [0.0, 0.0, 0.0], [0.0, 0.0, 0.0], [0.0, 0.0, 0.0], [0.0, 0.0, 0.0], [0.0, 0.0, 0.0], [0.0, 0.0, 0.0], [0.0, 0.0, 0.0], [0.0, 0.0, 0.0], [0.0, 0.0, 0.0], [0.0, 0.0, 0.0], [0.0, 0.0, 0.0], [0.0, 0.0, 0.0], [0.0, 0.0, 0.0], [0.0, 0.0, 0.0], [0.0, 0.0, 0.0], [0.0, 0.0, 0.0], [0.0, 0.0, 0.0], [0.0, 0.0, 0.0], [0.0, 0.0, 0.0], [0.0, 0.0, 0.0], [0.0, 0.0, 0.0], [0.0, 0.0, 0.0], [0.0, 0.0, 0.0], [0.0, 0.0, 0.0], [0.0, 0.0, 0.0], [0.0, 0.0, 0.0], [0.0, 0.0, 0.0], [0.0, 0.0, 0.0], [0.0, 0.0, 0.0], [0.0, 0.0, 0.0], [0.0, 0.0, 0.0], [0.0, 0.0, 0.0], [0.0, 0.0, 0.0], [0.0, 0.0, 0.0], [0.0, 0.0, 0.0], [0.0, 0.0, 0.0], [0.0, 0.0, 0.0], [0.0, 0.0, 0.0], [0.0, 0.0, 0.0], [0.0, 0.0, 0.0], [-0.1, -0.1, 0.0], [0.1, 0.0, -0.1], [-0.1, -0.1, -0.1], [0.0, 0.1, 0.0], [0.0, 0.0, 0.0], [0.0, 0.0, 0.0], [0.0, 0.0, 0.0], [0.0, 0.0, 0.0], [0.0, 0.0, 0.0], [0.0, 0.0, 0.0], [0.0, 0.0, 0.0], [0.0, 0.0, 0.0], [0.0, 0.0, 0.0]],
  "homo_energy_ev": [-14.750, -14.750],
  "relative_energy_kj_mol": 2.03,
  "total_charge": 3,
  "homo_lumo_gap_ev": [7.1, 7.1]
}


{
  "formula": "C50H48FIN3O21PS2",
  "method": "the ωB97M-V functional and the def2-TZVPD basis",
  "elements": ["C", "C", "C", "C", "C", "N", "C", "C", "C", "C", "C", "C", "C", "C", "C", "N", "C", "S", "O", "O", "F", "N", "C", "C", "C", "C", "C", "C", "O", "O", "C", "I", "C", "C", "P", "C", "O", "C", "S", "H", "H", "H", "H", "H", "H", "H", "H", "H", "H", "H", "H", "H", "H", "H", "H", "H", "H", "H", "H", "H", "H", "H", "H", "H", "H", "H", "H", "H", "H", "H", "H", "C", "C", "C", "O", "C", "C", "C", "O", "O", "O", "H", "H", "H", "H", "C", "C", "C", "O", "C", "C", "C", "O", "O", "O", "H", "H", "H", "H", "C", "C", "C", "O", "C", "C", "C", "O", "O", "O", "H", "H", "H", "H", "C", "C", "C", "O", "C", "C", "C", "O", "O", "O", "H", "H", "H", "H"],
  "coordinates": [[4.73473, 4.64772, -0.19361], [4.64614, 3.51897, 0.23042], [4.29183, 2.20526, 0.92122], [2.75674, 2.02841, 0.88537], [2.25301, 1.02839, -0.01052], [3.09389, 0.22996, -0.84416], [3.60961, 1.00158, -2.03028], [2.58635, 0.85661, -3.19208], [3.04852, 1.48366, -4.55311], [3.00663, 0.33430, -5.63348], [0.84212, 0.87009, -0.08156], [-0.09642, 1.61638, 0.66964], [0.43922, 2.60750, 1.55406], [-0.49866, 3.49255, 2.43243], [-0.73786, 2.74838, 3.80114], [-2.15624, 2.45992, 4.09802], [1.85698, 2.82050, 1.66094], [2.41986, 4.12465, 2.75709], [1.85995, 4.05354, 4.07221], [2.04534, 5.36084, 2.12886], [4.01244, 4.14268, 2.90006], [-1.53027, 1.52182, 0.61706], [-2.06067, 0.27570, 0.13437], [-3.42391, -0.02670, 0.51654], [-4.25195, 0.94192, 1.38896], [-5.11843, 1.98269, 0.57000], [-4.32578, 2.78200, -0.53243], [-3.86705, 4.19039, -0.08890], [-3.74094, 5.05195, -0.92127], [-3.57663, 4.48429, 1.23485], [-4.03540, -1.24461, 0.05236], [-6.05944, -1.81558, 0.54523], [-3.35210, -2.16976, -0.78370], [-2.02574, -1.85421, -1.16721], [-1.14780, -3.02575, -2.31611], [0.22988, -3.82299, -1.34054], [-2.22933, -4.23037, -2.78481], [-1.41621, -0.65572, -0.69909], [0.26898, -0.38146, -1.25501], [4.64356, 5.71047, -0.40012], [4.81203, 1.40034, 0.37716], [4.69976, 2.27744, 1.94909], [3.86928, -0.16882, -0.32480], [3.80449, 2.05317, -1.74078], [4.52827, 0.45563, -2.34723], [1.64555, 1.36298, -2.87578], [2.34046, -0.22595, -3.26296], [2.24912, 2.18817, -4.86407], [4.03574, 1.97888, -4.50925], [3.17695, 0.80879, -6.61944], [1.98450, -0.10840, -5.64758], [3.70232, -0.49403, -5.40238], [-1.46839, 3.50207, 1.89399], [-0.11973, 4.52138, 2.53728], [-0.08799, 1.84810, 3.90042], [-0.37413, 3.44201, 4.59497], [-2.38765, 2.96491, 4.94599], [-2.76449, 2.70989, 3.32661], [-1.83193, 1.56749, 1.59394], [-4.96706, 0.34626, 1.99845], [-3.65753, 1.52872, 2.11343], [-5.46730, 2.74019, 1.30806], [-5.99278, 1.48696, 0.10398], [-4.98458, 2.95104, -1.40802], [-3.42721, 2.26853, -0.92605], [-2.72604, 4.95292, 1.23612], [-3.83666, -3.08611, -1.15643], [0.26099, -3.29879, -0.35960], [-0.04347, -4.88299, -1.15864], [1.20582, -3.75896, -1.84843], [-3.03241, -3.80462, -3.12417], [5.16213, -5.99671, -4.31654], [5.34320, -7.18552, -3.73176], [4.18677, -8.00745, -3.25345], [4.39409, -9.09308, -2.74239], [2.84350, -7.46366, -3.41650], [2.66228, -6.27276, -3.99854], [3.81706, -5.46293, -4.50157], [3.59937, -4.39388, -5.03968], [1.44360, -5.74521, -4.16066], [6.56681, -7.69928, -3.54604], [5.98869, -5.39499, -4.66802], [2.01824, -8.05853, -3.05053], [1.58659, -4.88683, -4.60464], [6.42617, -8.56072, -3.10875], [-3.78898, 5.17539, 8.31021], [-3.56132, 6.21388, 9.12303], [-2.17004, 6.65418, 9.46162], [-2.01599, 7.61548, 10.19008], [-1.05572, 5.89877, 8.89985], [-1.28344, 4.85846, 8.09014], [-2.67536, 4.43633, 7.73047], [-2.83298, 3.49358, 6.97387], [-0.28120, 4.14513, 7.56246], [-4.56074, 6.91125, 9.67266], [-4.78816, 4.84958, 8.05660], [-0.05663, 6.21485, 9.16526], [-0.70424, 3.45478, 7.01820], [-4.13264, 7.60392, 10.21159], [-7.41718, 1.16680, -6.09639], [-6.74500, 1.07494, -4.94367], [-7.18289, 1.81861, -3.72017], [-6.54682, 1.68590, -2.69050], [-8.35665, 2.67691, -3.82067], [-9.02766, 2.77203, -4.97448], [-8.60605, 2.00734, -6.19144], [-9.25974, 2.11332, -7.21140], [-10.10670, 3.55206, -5.10047], [-5.64936, 0.31452, -4.82346], [-7.11256, 0.63337, -6.98598], [-8.65194, 3.22185, -2.93486], [-10.40376, 3.44264, -6.02407], [-5.35615, 0.41912, -3.89800], [5.73292, -7.55465, 0.49607], [6.50887, -8.34355, 1.24823], [7.77692, -7.83481, 1.86292], [8.44019, -8.58310, 2.55453], [8.16264, -6.45197, 1.59555], [7.38632, -5.66696, 0.83999], [6.10555, -6.16788, 0.24906], [5.42318, -5.40956, -0.41696], [7.71293, -4.39568, 0.57414], [6.19443, -9.62026, 1.49014], [4.81379, -7.90822, 0.04838], [9.08848, -6.10133, 2.02976], [6.99159, -4.05165, 0.01402], [6.91156, -9.96524, 2.05577]],
  "atomic_forces_ev_per_a": [[-0.4, -0.2, 0.5], [-0.4, -0.1, 0.4], [0.4, 1.4, -0.6], [0.2, -0.4, -0.1], [-0.9, 1.1, 1.3], [-0.1, 0.7, -0.2], [-0.4, -1.2, -0.3], [0.1, 0.9, 0.6], [-1.1, -1.6, -0.2], [-0.3, 0.9, 0.3], [-0.6, -0.7, -0.5], [1.8, 1.3, 0.8], [0.5, 1.2, 0.4], [-0.2, -1.8, -0.7], [0.2, 1.1, 0.7], [0.8, -0.2, -0.2], [0.4, -2.1, -1.1], [-1.9, 2.9, 0.4], [1.1, -1.5, 0.0], [1.1, -0.5, -0.7], [-1.3, -0.7, -0.2], [1.2, -1.7, 0.2], [-2.2, -1.2, -0.2], [-0.4, -0.5, -0.1], [-0.5, 0.2, -0.4], [0.9, 0.2, 0.0], [-0.7, 0.2, 0.8], [0.1, 0.4, -1.2], [0.2, -0.2, 0.4], [0.1, -1.4, -0.3], [0.8, 0.2, -0.3], [0.9, 0.4, -0.2], [0.3, 1.4, 0.4], [-0.9, -0.8, 1.1], [1.0, 1.3, -1.8], [-1.2, -0.4, 0.9], [0.2, 0.5, 1.4], [0.5, 0.2, 0.0], [-0.1, 0.4, 0.6], [0.4, -0.8, -0.1], [-0.4, 0.3, 0.5], [-0.3, -0.3, -0.6], [-0.3, 0.1, 0.0], [0.1, -0.5, -0.5], [-0.3, 0.7, 0.3], [0.6, -0.4, -0.2], [0.3, 0.7, -0.2], [0.8, 0.0, 0.2], [-0.5, -0.2, 0.0], [0.2, -0.7, 0.3], [0.6, 0.3, 0.0], [-0.1, 0.5, -0.3], [0.6, 0.3, 0.4], [-0.2, -0.6, 0.0], [-0.6, 0.4, -0.4], [-0.1, -0.5, -0.5], [-0.6, -0.2, -0.3], [0.0, 0.3, 0.4], [-0.2, 0.3, -0.4], [0.6, 0.3, -0.3], [-0.1, -0.6, -0.5], [-0.1, -0.7, -0.5], [0.5, 0.2, 0.3], [0.4, 0.0, 0.6], [-0.4, 0.2, 0.4], [-0.5, 0.4, -0.1], [0.3, 0.6, 0.4], [0.2, -0.4, -0.6], [0.3, 0.5, -0.1], [-0.6, 0.1, 0.1], [0.3, -0.2, -0.1], [-0.2, 0.1, -0.1], [0.6, 0.3, -0.2], [-0.7, -0.1, 0.1], [0.4, 0.1, 0.0], [0.2, -0.1, 0.1], [-0.6, -0.3, 0.2], [0.6, 0.1, -0.1], [-0.3, 0.0, 0.1], [0.6, 0.2, -0.2], [-0.6, -0.2, 0.2], [0.0, 0.0, 0.0], [0.0, 0.0, 0.0], [-0.1, 0.0, 0.0], [0.1, 0.0, 0.0], [0.1, -0.2, -0.2], [-0.7, -0.1, -0.1], [0.7, -0.1, 0.0], [-0.4, 0.0, 0.0], [-0.1, 0.2, 0.1], [0.7, 0.1, 0.1], [-0.6, 0.1, 0.1], [0.4, 0.0, 0.0], [-0.7, 0.0, 0.0], [0.7, 0.0, 0.0], [0.0, 0.0, 0.0], [0.0, 0.0, 0.0], [0.1, 0.0, 0.0], [-0.1, 0.0, 0.0], [-0.2, 0.1, -0.1], [0.3, -0.4, -0.5], [-0.4, 0.4, 0.2], [0.2, -0.2, -0.1], [0.2, -0.1, 0.1], [-0.3, 0.4, 0.5], [0.4, -0.4, -0.3], [-0.2, 0.2, 0.2], [0.3, -0.4, -0.4], [-0.3, 0.4, 0.4], [0.0, 0.0, 0.0], [0.0, 0.0, 0.0], [-0.1, 0.0, 0.0], [0.1, -0.1, 0.0], [-0.1, 0.2, -0.2], [-0.5, -0.4, -0.2], [0.4, 0.5, 0.1], [-0.2, -0.3, -0.1], [0.0, -0.2, 0.1], [0.6, 0.3, 0.2], [-0.4, -0.5, -0.1], [0.3, 0.2, 0.0], [-0.5, -0.3, -0.2], [0.5, 0.4, 0.2], [0.0, 0.0, 0.0], [0.0, 0.0, 0.0], [0.0, 0.0, 0.0], [-0.1, -0.1, 0.0]],
  "smiles": "C#CCc1c(NCCCC)c2c(c(CCN)c1S(=O)(=O)F)Nc1c(CCCC(=O)O)c(I)cc(P(C)O)c1S2.O=C1C=C(O)C(=O)C=C1O.O=C1C=C(O)C(=O)C=C1O.O=C1C=C(O)C(=O)C=C1O.O=C1C=C(O)C(=O)C=C1O",
  "homo_energy_ev": -7.892,
  "homo_lumo_gap_ev": 6.2
}